Computed, not measured: a single C23H28N2O3 molecule, with ωB97M-V/def2-TZVPD.

Cartesian coordinates (Å):
1 C 3.9206 -3.5389 5.4681
2 C 2.8498 -3.1619 4.4904
3 C 3.1544 -2.3877 3.3793
4 C 2.1838 -2.0283 2.4653
5 C 0.8694 -2.4455 2.6510
6 N -0.0818 -2.0644 1.7033
7 C -1.4174 -2.2787 1.6766
8 O -2.0655 -2.8989 2.4916
9 C -2.0550 -1.6603 0.4270
10 N -1.2756 -0.5438 -0.0693
11 C -1.5158 0.6611 0.7024
12 C -0.4688 1.7030 0.3281
13 C -0.6384 2.0322 -1.1239
14 C -0.3577 3.2908 -1.6262
15 C -0.5658 3.6105 -2.9616
16 C -1.1376 2.6472 -3.8027
17 C -1.3892 1.3787 -3.2980
18 C -1.1260 1.0486 -1.9778
19 C -1.3622 -0.3702 -1.5191
20 C -0.2993 -1.2722 -2.1661
21 O -1.4897 2.8641 -5.1154
22 C -1.9617 4.1624 -5.4154
23 C -0.8336 5.1546 -5.7113
24 C 0.2869 4.9857 -4.6817
25 O -0.1927 4.8736 -3.3567
26 C 0.5547 -3.2215 3.7605
27 C 1.5293 -3.5813 4.6781
28 C 1.1572 -4.4181 5.8635
29 H 4.0135 -4.6224 5.5380
30 H 4.8806 -3.1287 5.1649
31 H 3.6825 -3.1637 6.4632
32 H 4.1725 -2.0586 3.2256
33 H 2.4413 -1.4252 1.6058
34 H 0.2475 -1.4855 0.9345
35 H -3.0941 -1.3878 0.6683
36 H -2.0905 -2.4517 -0.3267
37 H -1.4377 0.4026 1.7616
38 H -2.5245 1.0719 0.5232
39 H 0.5282 1.2925 0.5110
40 H -0.5834 2.5986 0.9392
41 H 0.0453 4.0585 -0.9837
42 H -1.8182 0.6539 -3.9731
43 H -2.3578 -0.6782 -1.8842
44 H -0.3696 -1.2256 -3.2488
45 H 0.6912 -0.9372 -1.8678
46 H -0.4260 -2.3054 -1.8521
47 H -2.6046 4.0463 -6.2922
48 H -2.5710 4.5339 -4.5815
49 H -1.2410 6.1649 -5.6714
50 H -0.4204 4.9794 -6.7047
51 H 0.9398 5.8627 -4.6843
52 H 0.8873 4.1014 -4.9314
53 H -0.4644 -3.5419 3.9016
54 H 0.0959 -4.6501 5.8495
55 H 1.7181 -5.3523 5.8648
56 H 1.3870 -3.8937 6.7906

Force components x, y, z for each atom (eV/Å):
-0.07 0.00 -0.02
0.01 0.02 -0.03
-0.08 -0.03 0.03
-0.15 -0.01 -0.04
0.18 -0.16 0.29
0.31 0.17 -0.26
-0.06 0.18 -0.30
-0.18 -0.15 0.15
-0.03 -0.03 0.06
-0.17 0.13 -0.13
0.17 0.24 0.17
-0.19 -0.10 0.09
0.02 -0.01 -0.04
-0.05 -0.01 -0.25
0.13 0.00 0.06
-0.12 -0.05 -0.02
0.09 0.20 0.02
-0.09 0.17 0.02
0.20 -0.30 -0.34
-0.33 0.06 0.02
0.38 -0.22 0.20
-0.20 0.56 -0.20
0.00 -0.40 0.46
0.21 0.12 -0.59
-0.39 -0.16 0.24
-0.13 -0.03 -0.01
0.14 0.13 -0.15
0.02 0.03 -0.04
0.08 -0.08 0.08
0.07 0.00 0.02
0.06 -0.01 0.12
0.10 0.03 -0.01
0.03 0.07 -0.10
-0.17 -0.07 0.13
0.13 -0.06 0.02
-0.02 0.04 0.02
-0.04 0.02 -0.03
0.04 -0.05 0.07
0.01 0.00 0.11
0.01 0.02 0.01
0.07 0.12 0.08
-0.08 -0.10 -0.11
0.08 0.04 0.08
0.02 -0.06 -0.15
0.09 0.06 0.04
0.01 -0.15 0.01
0.02 0.05 0.14
0.04 -0.09 -0.11
-0.01 0.05 -0.05
0.01 0.05 -0.05
-0.02 -0.15 -0.03
-0.04 0.12 0.07
-0.05 -0.02 0.01
-0.05 -0.04 0.04
0.02 -0.09 0.08
0.00 -0.03 0.12

Calculated values
spin multiplicity: 1
SMILES: Cc1ccc(NC(=O)CN2CCc3cc4c(cc3[C@H]2C)OCCCO4)cc1C
frontier orbital gap: 8.80 eV
ΔE to the lowest compared entry with this formula, charge and spin: 81.5 kJ/mol
largest force on an atom: 0.012 Eh/bohr
E_tot: -33428.814 eV
HOMO: -8.0 eV


Computed, not measured: a single C3H4O2S molecule at a distorted geometry, with ωB97M-V/def2-TZVPD.

Cartesian coordinates (Å):
1 O 1.1964 -0.9338 -1.6430
2 C 0.0705 -0.6443 -1.4117
3 C -0.3802 -0.1064 -0.0100
4 S -0.5830 1.6506 -0.3650
5 C 0.6305 -0.2445 1.1652
6 O 0.4486 -0.8407 2.2131
7 H -0.8100 -0.5919 -2.1497
8 H -1.3470 -0.6051 0.3098
9 H -0.8669 2.0606 0.9552
10 H 1.6410 0.2557 0.9360

Force components x, y, z for each atom (eV/Å):
0.32 -0.40 -0.58
-1.39 0.80 1.12
-0.61 -1.13 0.98
-0.46 0.92 1.51
1.24 -0.62 -0.02
-0.24 1.06 -1.81
1.14 -0.33 0.43
0.95 0.62 -0.51
0.21 -0.49 -1.46
-1.15 -0.44 0.35

Calculated values
spin multiplicity: 1
SMILES: O=CC(S)C=O
frontier orbital gap: 10.12 eV
ΔE to the lowest compared entry with this formula, charge and spin: 143.1 kJ/mol
largest force on an atom: 0.041 Eh/bohr
E_tot: -18104.582 eV
HOMO: -10.0 eV


Computed, not measured: 9 unconnected molecules or ions with the total composition C29H58IO32S8 at a distorted geometry, with ωB97M-V/def2-TZVPD.

Cartesian coordinates (Å):
1 C -1.4792 5.3584 -4.1797
2 C 0.0995 5.6954 -4.0862
3 C 1.0751 4.4318 -4.3545
4 C 1.1090 3.3711 -3.0905
5 C 2.6227 3.1234 -2.5656
6 C 2.9603 1.5893 -2.1642
7 C 1.8515 0.8653 -1.2389
8 C 2.6406 -0.3460 -0.4475
9 C 2.9623 0.0501 1.0872
10 C 2.8676 -1.2326 2.0962
11 C 2.8201 -0.6270 3.6242
12 C 3.2908 -1.7964 4.6756
13 C 3.8702 -1.0987 6.0146
14 I 2.1603 -0.8172 7.4180
15 H -1.9214 5.0642 -3.1463
16 H -1.7625 4.5970 -4.9941
17 H -2.0195 6.3522 -4.4707
18 H 0.4176 6.5166 -4.8544
19 H 0.3741 6.1496 -3.0444
20 H 2.1481 4.8752 -4.4957
21 H 0.8528 3.8822 -5.3595
22 H 0.6549 2.3457 -3.3906
23 H 0.4294 3.8456 -2.2738
24 H 3.3570 3.4205 -3.4261
25 H 2.9270 3.8132 -1.6729
26 H 3.9692 1.6141 -1.5867
27 H 3.1052 0.9935 -3.1454
28 H 1.0160 0.3186 -1.8432
29 H 1.3125 1.5649 -0.4996
30 H 2.0279 -1.3405 -0.4810
31 H 3.6151 -0.5411 -1.0619
32 H 2.1207 0.7763 1.4336
33 H 3.9802 0.6122 1.2057
34 H 1.8490 -1.7279 1.8883
35 H 3.7569 -1.9634 1.9825
36 H 1.7305 -0.2987 3.8156
37 H 3.5360 0.2863 3.6330
38 H 2.3404 -2.4434 4.8594
39 H 4.0940 -2.4118 4.1079
40 H 4.5625 -1.8363 6.6000
41 C -1.1383 -3.6453 7.3594
42 C -2.2845 -2.6472 7.2870
43 O -2.2998 -2.1966 5.9317
44 S -1.8097 -3.4060 4.9636
45 O -2.9777 -4.0515 4.4296
46 O -0.7432 -2.9203 4.1370
47 O -1.1778 -4.3643 6.1200
48 H -0.1747 -3.1316 7.4273
49 H -1.2425 -4.3335 8.2010
50 H -2.1473 -1.8065 7.9732
51 H -3.2452 -3.1325 7.4926
52 C -0.8239 -9.3848 5.3862
53 C -1.6907 -8.9387 6.5559
54 O -1.1544 -7.6790 6.9569
55 S -0.5598 -6.9147 5.6495
56 O -1.5515 -5.9893 5.1819
57 O 0.7940 -6.5326 5.9251
58 O -0.5436 -8.1968 4.6467
59 H 0.1259 -9.8008 5.7356
60 H -1.3286 -10.1156 4.7546
61 H -1.6684 -9.6479 7.3842
62 H -2.7271 -8.7800 6.2410
63 C -3.4086 1.0096 11.5736
64 C -1.8965 1.0908 11.7310
65 O -1.4523 -0.2648 11.7509
66 S -2.4326 -1.1572 10.8116
67 O -1.8137 -1.3004 9.5238
68 O -2.9029 -2.2737 11.5786
69 O -3.6380 -0.0761 10.6760
70 H -3.8924 0.7724 12.5258
71 H -3.8317 1.9319 11.1719
72 H -1.6004 1.6067 12.6453
73 H -1.4360 1.5845 10.8698
74 C -0.9215 6.4853 -9.9696
75 C -0.4317 5.1887 -9.3399
76 O -0.3788 5.4537 -7.9388
77 S -1.5517 6.5098 -7.5543
78 O -2.6748 5.7706 -7.0559
79 O -0.9596 7.6056 -6.8418
80 O -1.8982 7.0005 -9.0647
81 H -0.1112 7.2163 -10.0489
82 H -1.3622 6.3247 -10.9550
83 H 0.5487 4.8894 -9.7125
84 H -1.1460 4.3760 -9.5032
85 C -0.6567 -0.8698 -4.8721
86 C -1.8116 0.1190 -4.9415
87 O -1.8385 0.5633 -6.2975
88 S -1.3428 -0.6473 -7.2618
89 O -2.5041 -1.3106 -7.7846
90 O -0.2835 -0.1577 -8.0963
91 O -0.6986 -1.5896 -6.1047
92 H 0.3058 -0.3506 -4.8140
93 H -0.7509 -1.5544 -4.0275
94 H -1.6789 0.9620 -4.2621
95 H -2.7656 -0.3729 -4.7282
96 C -5.4504 -12.8756 6.5345
97 C -5.1080 -11.5613 7.2223
98 O -3.7767 -11.7324 7.7074
99 S -2.9652 -12.7094 6.6936
100 O -2.1995 -11.8897 5.7969
101 O -2.3891 -13.7770 7.4569
102 O -4.2487 -13.2856 5.8816
103 H -5.7208 -13.6443 7.2644
104 H -6.2586 -12.7636 5.8099
105 H -5.7899 -11.3303 8.0416
106 H -5.1036 -10.7319 6.5084
107 C 5.2089 0.9927 -7.4530
108 C 5.6883 0.7106 -6.0359
109 O 4.6648 1.2289 -5.1882
110 S 3.2295 1.0747 -5.9348
111 O 2.5950 -0.1202 -5.4463
112 O 2.5840 2.3520 -5.9419
113 O 3.7990 0.7729 -7.4265
114 H 5.3859 2.0364 -7.7291
115 H 5.6828 0.3383 -8.1867
116 H 6.6458 1.1856 -5.8183
117 H 5.7664 -0.3654 -5.8525
118 C 0.5694 10.4481 -8.2780
119 C -0.2981 10.8789 -7.1045
120 O 0.2174 12.1498 -6.7079
121 S 0.7891 12.9213 -8.0187
122 O -0.2225 13.8270 -8.4845
123 O 2.1374 13.3299 -7.7522
124 O 0.8229 11.6418 -9.0199
125 H 1.5288 10.0501 -7.9344
126 H 0.0738 9.7065 -8.9067
127 H -0.2578 10.1711 -6.2759
128 H -1.3386 11.0181 -7.4133

Force components x, y, z for each atom (eV/Å):
-0.19 1.30 0.27
0.66 -0.21 -0.28
0.44 0.11 0.24
0.06 0.55 -0.38
0.62 0.01 -0.16
-0.46 0.84 -0.02
0.52 -1.46 -0.07
0.00 0.28 -0.17
-0.45 -0.54 0.09
-0.36 1.64 0.42
0.41 -1.16 -0.95
-0.72 1.20 0.02
1.02 -1.45 -0.91
-0.06 -0.17 0.04
0.87 0.21 -1.84
0.66 1.03 1.40
0.83 -1.80 0.55
-0.88 -1.45 1.24
-0.64 -0.90 -1.76
-1.84 -0.86 0.34
0.09 1.10 1.89
0.70 1.74 0.44
1.25 -1.05 -1.20
-1.32 -0.54 1.46
-0.88 -1.16 -1.51
-1.70 -0.19 -1.01
-0.22 0.77 1.80
1.44 1.30 0.67
1.06 -0.94 -1.12
0.99 1.88 0.18
-1.65 0.19 1.21
1.49 -1.15 -0.53
-1.81 -1.07 -0.26
1.73 0.37 0.19
-1.53 1.15 0.02
1.78 -0.35 -0.11
-1.18 -1.56 0.39
1.66 0.71 -0.44
-1.10 0.87 1.19
-1.45 0.79 -0.89
0.43 0.97 0.27
-0.21 -0.18 0.28
0.54 -0.64 -0.78
0.28 0.28 0.57
0.78 0.78 0.02
-1.15 -0.45 0.28
-0.09 5.10 2.01
-0.04 0.06 0.11
-0.07 -0.15 -0.28
-0.15 -0.59 -1.37
-0.01 -0.06 0.03
0.22 -0.40 0.17
-0.37 -0.23 -0.31
0.57 0.09 -0.45
-0.29 0.34 -0.74
0.73 -6.01 -1.93
-1.25 -0.19 -0.11
-0.25 0.39 0.55
-0.10 -0.05 0.05
0.13 0.37 -0.04
0.14 0.27 0.01
0.02 -0.09 -0.02
0.01 0.23 0.60
-0.01 0.56 -0.48
-0.85 -0.62 -0.12
0.29 0.18 0.17
-0.48 0.34 2.42
0.53 0.74 -0.80
0.77 -0.40 -0.16
0.04 0.05 -0.03
0.02 -0.25 -0.16
0.04 -0.31 -0.02
-0.05 0.03 0.08
0.58 -0.01 -0.24
-0.40 -0.33 -0.48
-0.34 1.04 0.22
-0.14 -0.60 0.01
0.88 1.05 -0.42
-0.53 -0.75 -0.41
0.04 -0.41 0.69
0.00 -0.08 -0.05
-0.15 0.08 0.24
-0.03 0.09 0.30
0.07 0.05 -0.07
0.42 0.62 0.56
-0.30 -0.50 0.53
0.66 -0.46 -0.69
0.04 -0.08 0.48
1.10 0.48 0.09
-1.05 -0.34 0.35
-0.75 0.42 -0.81
-0.13 -0.07 0.04
-0.04 -0.09 -0.28
0.05 0.05 -0.30
0.07 0.03 0.05
-0.44 -0.07 0.50
-0.39 0.31 -0.54
0.40 -0.84 -0.30
-0.12 -0.15 0.11
-0.49 -1.01 0.77
-0.23 1.08 -0.70
0.71 0.62 0.25
-0.02 0.08 -0.03
0.28 -0.05 -0.08
0.30 -0.08 0.06
-0.09 -0.05 0.04
0.47 0.40 0.00
0.22 -0.59 -0.25
-0.71 0.33 -0.60
0.06 -0.31 0.07
0.32 1.25 -0.55
0.36 -1.12 0.14
-0.20 -0.17 0.85
0.05 -0.06 0.02
-0.28 -0.03 0.07
-0.26 0.11 0.14
0.06 0.06 -0.06
0.22 -0.50 0.46
-0.55 -0.42 -0.27
0.78 0.36 -0.70
-0.14 -0.04 0.14
1.07 -0.56 0.25
-1.19 -0.07 -0.21
-0.32 0.74 0.43
-0.09 -0.03 0.01
0.01 0.28 -0.05
0.12 0.25 -0.02
0.06 -0.11 0.00

Calculated values
spin multiplicity: 1
frontier orbital gap: 3.14 eV
largest force on an atom: 0.124 Eh/bohr
E_tot: -191301.913 eV
HOMO: -2.0 eV
total charge: -1


Q: Among the records above, which one has the highest frontier orbital gap?
A: C3H4O2S


Q: Number 3 is which compound?
A: C29H58IO32S8


Q: Which value of HOMO does entry 1 give?
A: -8.0 eV